C3H5NO2 | wB97M-V/def2-TZVPD

Computed properties:
HOMO level, eV: -10.11
Total energy, Ha: -322.52877
Total charge: 0
E_LUMO, eV: 0.73
Energy above the lowest of the compared OMol25 structures with the same formula, charge and spin, kJ/mol: 119.62
SMILES: CC(=O)NC=O

Last column: Löwdin charge in e.
Atoms and positions in Å:
C 1.003 0.674 0.671  0.001
C -0.275 -0.027 0.831  -0.557
O -1.024 0.071 1.772  0.101
N -0.457 -0.954 -0.229  0.112
C -0.632 -0.245 -1.408  -0.301
O -0.219 0.880 -1.583  0.034
H 0.980 1.748 0.909  0.111
H 1.602 0.461 -0.212  0.086
H 1.305 -0.088 1.462  0.134
H -1.054 -1.751 -0.052  0.146
H -1.230 -0.768 -2.160  0.134

C3H5NO2 | wB97M-V/def2-TZVPD

Computed properties:
HOMO level, eV: -7.76
Total energy, Ha: -322.39843
Total charge: 0
E_LUMO, eV: 0.53
Energy above the lowest of the compared OMol25 structures with the same formula, charge and spin, kJ/mol: 461.83

Last column: Löwdin charge in e.
Atoms and positions in Å:
C 1.358 -0.521 -0.262  -0.212
N 0.029 -1.072 -0.170  0.095
C -0.768 -0.034 0.066  -0.376
C 0.119 1.086 0.047  -0.163
O 1.109 0.720 -0.916  -0.130
O -2.015 -0.205 0.548  0.100
H -2.516 0.611 0.442  0.121
H -0.201 -2.029 0.050  0.162
H 2.068 -1.159 -0.783  0.100
H 1.020 0.484 0.949  0.181
H -0.202 2.120 0.029  0.121

C3H5NO2 | wB97M-V/def2-TZVPD

Computed properties:
HOMO level, eV: -9.63
Total energy, Ha: -322.44828
Total charge: 0
E_LUMO, eV: -0.10
Energy above the lowest of the compared OMol25 structures with the same formula, charge and spin, kJ/mol: 330.96
SMILES: [H]/N=C(/C)C(=O)O

Last column: Löwdin charge in e.
Atoms and positions in Å:
H -0.114 2.194 -0.252  0.065
N 0.599 1.538 0.069  0.148
C 0.201 0.337 0.189  -0.319
C 1.247 -0.735 0.159  -0.068
C -1.290 -0.164 -0.532  -0.524
O -1.456 -1.284 -0.885  0.149
O -2.093 0.741 -0.058  0.059
H 1.182 -1.332 -0.752  0.083
H 1.126 -1.388 1.024  0.079
H 2.243 -0.302 0.110  0.076
H -1.645 0.396 0.929  0.252

C3H5NO2 | wB97M-V/def2-TZVPD

Computed properties:
HOMO level, eV: -11.07
Total energy, Ha: -322.51069
Total charge: 0
E_LUMO, eV: 0.77
Energy above the lowest of the compared OMol25 structures with the same formula, charge and spin, kJ/mol: 167.10
SMILES: N#CCOCO

Last column: Löwdin charge in e.
Atoms and positions in Å:
N -1.449 1.944 1.034  0.152
C -0.440 1.455 0.750  -0.183
C 0.826 0.839 0.280  -0.191
O 0.612 0.075 -0.882  -0.112
C -0.019 -1.185 -0.688  -0.279
O -1.012 -1.175 0.279  -0.026
H 1.489 1.661 -0.009  0.134
H 1.297 0.274 1.100  0.137
H -0.392 -1.459 -1.684  0.136
H 0.706 -1.932 -0.336  0.134
H -1.730 -0.573 0.029  0.098